[1]
Entry from the OMol25 dataset: a molecular structure, C14H48N12O14 in a non-equilibrium geometry (ωB97M-V/def2-TZVPD).

CARTESIAN COORDINATES (ANGSTROEM)
C -16.178 15.807 11.025
O -17.297 15.973 10.621
N -15.691 16.336 12.120
N -15.227 15.154 10.414
H -14.857 15.948 12.536
H -16.345 16.917 12.624
H -14.279 15.133 10.761
H -15.455 15.122 9.431
C -14.430 20.948 10.209
O -13.425 21.232 10.895
N -14.379 20.248 9.130
N -15.647 21.315 10.656
H -13.545 20.307 8.563
H -15.237 19.860 8.764
H -16.404 20.914 10.121
H -15.648 22.020 11.380
C -13.769 17.851 11.103
O -14.836 18.403 11.308
N -13.492 16.698 11.693
N -12.984 18.114 10.162
H -12.610 16.233 11.531
H -14.208 16.402 12.341
H -13.002 18.979 9.639
H -12.316 17.372 10.015
C -16.303 18.502 13.629
O -17.287 18.462 14.320
N -15.199 17.903 13.682
N -16.364 19.002 12.422
H -14.507 18.000 12.953
H -14.830 17.558 14.556
H -15.650 18.870 11.720
H -17.283 19.355 12.195
C -17.209 18.649 9.270
O -17.026 19.621 8.547
N -16.337 18.002 9.967
N -18.380 18.122 9.473
H -16.394 16.994 9.954
H -15.390 18.335 10.081
H -18.460 17.512 10.274
H -19.118 18.490 8.890
C -10.375 19.374 12.053
O -9.637 18.995 11.197
N -10.506 20.542 12.602
N -11.473 18.739 12.417
H -9.914 21.328 12.374
H -11.017 20.620 13.470
H -11.494 17.794 12.061
H -12.196 19.125 13.008
C -12.650 14.369 10.456
C -11.422 14.454 9.520
O -11.545 13.495 8.488
O -12.638 15.104 11.573
H -12.743 13.313 10.710
H -13.572 14.491 9.887
H -10.475 14.412 10.058
H -11.431 15.448 9.073
H -12.084 13.894 7.801
H -12.009 14.667 12.152
C -13.349 16.330 7.705
C -12.312 17.317 7.199
O -11.071 16.529 7.124
O -14.679 16.727 7.649
H -13.145 16.123 8.756
H -13.256 15.419 7.115
H -12.103 18.175 7.838
H -12.621 17.718 6.233
H -10.355 17.031 7.518
H -14.955 16.494 6.759
C -11.986 21.220 8.458
C -10.845 20.830 9.344
O -9.733 20.297 8.701
O -12.624 19.976 8.172
H -11.682 21.691 7.523
H -12.633 21.886 9.029
H -11.211 20.102 10.068
H -10.572 21.616 10.049
H -9.140 20.257 9.455
H -12.546 19.752 7.242
C -14.434 14.681 13.533
C -14.948 14.411 14.948
O -13.908 14.460 15.860
O -14.016 15.984 13.398
H -15.247 14.513 12.828
H -13.633 14.081 13.101
H -15.335 13.392 14.969
H -15.704 15.144 15.231
H -13.887 15.239 16.421
H -13.801 16.249 14.296

Force components x, y, z for each atom (eV/Å):
C 0.5 -0.7 3.8
O -3.3 -2.2 -0.6
N -7.0 -0.9 -0.8
N 0.0 -2.4 -2.9
H -9.0 -1.4 -0.6
H 0.0 -1.0 -0.5
H -2.0 1.1 -0.2
H 0.7 -0.6 -0.3
C -0.6 1.3 3.2
O 0.7 0.4 -0.1
N -5.6 -0.3 1.4
N -0.1 0.3 -0.1
H -4.0 0.3 0.7
H -0.5 0.5 -0.4
H -0.6 0.8 0.3
H -0.6 -0.6 -0.1
C -1.0 -3.1 1.5
O 11.9 -0.7 -2.0
N -0.3 12.3 -5.1
N 3.8 1.4 -4.4
H 0.1 4.3 0.2
H 6.0 5.4 -5.5
H 0.0 -0.3 0.3
H 0.3 0.9 -0.5
C -4.3 3.5 -3.0
O -1.5 -0.7 3.7
N 7.5 -1.9 5.6
N -7.6 4.5 1.9
H -0.5 0.7 0.7
H -0.7 0.6 0.2
H -3.4 2.7 1.8
H 0.0 0.1 0.2
C -0.1 0.1 -0.8
O 0.3 1.7 -0.9
N 2.3 -0.4 -2.5
N -3.9 -0.2 -0.5
H -0.7 2.1 -1.0
H -1.4 0.4 -2.1
H -0.6 -0.1 -0.5
H -0.3 -0.3 0.6
C -2.4 0.3 0.2
O 2.6 -1.0 -1.6
N 2.0 5.2 2.0
N -1.0 -4.1 0.7
H 0.1 -0.3 0.1
H 0.1 0.2 -0.4
H -0.7 0.3 0.6
H 0.1 -0.3 -0.5
C 1.3 -4.5 -4.0
C -0.8 1.1 0.0
O 0.3 -0.1 0.7
O 5.6 -11.1 2.1
H 0.1 -0.4 0.1
H 1.5 0.0 -0.6
H 0.1 -0.7 0.0
H 0.3 0.0 0.0
H 0.1 0.0 -0.2
H 0.6 -0.6 0.7
C 0.5 -0.1 0.5
C 1.4 -0.6 0.2
O -1.1 0.5 -0.4
O -0.6 0.4 -0.4
H -0.1 -0.1 -0.4
H 0.5 -0.3 0.0
H -0.3 -0.9 0.1
H 0.2 -0.2 -0.4
H 0.0 0.2 -0.1
H -0.6 0.3 -0.1
C 2.4 0.8 0.0
C -0.6 0.5 1.5
O 0.4 0.3 -0.6
O 8.9 -1.4 -5.7
H 0.1 0.0 0.0
H -0.2 -0.4 -0.2
H -0.6 -0.1 -0.4
H 0.1 0.8 -0.4
H 0.7 -0.7 -0.2
H 0.1 0.2 -0.4
C -0.5 -3.7 1.2
C -0.1 -0.5 -0.9
O 1.7 0.1 0.9
O 4.8 -5.7 14.2
H -0.1 -0.3 0.5
H -0.1 -0.9 1.2
H -0.4 0.1 0.0
H -0.4 -0.1 -0.4
H -0.4 0.0 0.0
H 0.4 0.4 0.3

Summary:
Max |F| = 0.312 Eh/bohr
DFT total energy = -2271.7301 hartree
HOMO-LUMO gap = 7.214 eV
E_LUMO = -0.0164 Ha

***

[2]
Entry from the OMol25 dataset: a molecular structure, C14H4BrCl6O4Tb in a non-equilibrium geometry (ωB97M-V/def2-TZVPD).

CARTESIAN COORDINATES (ANGSTROEM)
Tb 1.890 -0.505 0.417
Cl 1.572 2.280 1.494
C -0.044 1.626 1.854
C -0.363 0.303 1.529
C -1.601 -0.259 1.853
Cl -2.015 -1.931 1.538
C -2.557 0.512 2.642
Cl -4.085 -0.035 3.066
C -2.214 1.920 2.850
Cl -3.409 2.944 3.545
C -0.941 2.519 2.458
Cl -0.531 4.153 2.609
O 1.510 -4.679 0.520
C 1.590 -3.449 0.660
O 1.592 -2.533 -0.257
C 1.890 -2.841 2.257
O 1.830 -3.655 3.198
O 2.275 -1.581 2.290
Br -0.609 1.776 -5.613
C -0.418 0.806 -4.030
C 0.486 -0.222 -4.038
C 0.958 -0.648 -2.805
C 0.524 -0.049 -1.655
C -0.556 0.834 -1.688
C -0.966 1.383 -2.881
H 0.866 -0.520 -4.999
H 1.748 -1.449 -2.808
H -1.010 1.096 -0.790
H -1.667 2.257 -2.934
Cl 4.254 -0.054 -0.281

Force components x, y, z for each atom (eV/Å):
Tb -1.1 0.4 -0.4
Cl 0.0 -0.3 -0.2
C -1.6 -0.7 0.4
C 0.5 0.0 0.1
C -0.5 2.0 1.8
Cl 0.3 0.4 -0.2
C 3.3 2.2 -1.9
Cl -0.9 -0.5 0.4
C 1.1 -0.9 -0.7
Cl -0.2 0.3 0.2
C -1.6 -2.9 -0.1
Cl -0.4 0.9 0.5
O -0.1 2.3 0.1
C 0.6 -1.3 1.4
O 0.0 -1.2 0.5
C 0.2 -1.7 0.2
O 0.1 2.0 -1.8
O -0.8 -1.9 0.2
Br -0.5 0.6 -1.4
C -0.3 1.0 0.6
C -0.1 0.2 0.0
C 1.1 -0.9 -1.1
C -0.1 -0.7 2.2
C 1.0 -0.3 -1.5
C -0.7 0.3 -0.6
H 0.2 -0.4 -0.1
H -0.7 0.8 0.2
H -0.7 0.8 1.5
H 0.6 -1.0 -0.1
Cl 1.1 0.5 -0.3

Summary:
Max |F| = 0.085 Eh/bohr
DFT total energy = -6996.6736 hartree
Charge = -2
HOMO-LUMO gap (spin up / spin down) = 6.354 / 6.188 eV
Multiplicity = 7
E_LUMO (spin up / spin down) = 0.1477 / 0.1477 Ha

***

[3]
Entry from the OMol25 dataset: a molecular structure, C14H4Cl5F6N2O7RhS2 (ωB97M-V/def2-TZVPD).

CARTESIAN COORDINATES (ANGSTROEM)
Rh -0.464 0.210 -0.240
Cl -5.492 -4.048 2.151
C -4.056 -3.353 1.515
C -3.874 -1.978 1.536
Cl -5.068 -0.936 2.197
C -2.708 -1.440 1.014
Cl -2.473 0.294 1.036
C -1.689 -2.210 0.462
O -0.563 -1.719 -0.012
C -1.896 -3.602 0.447
Cl -0.654 -4.576 -0.233
C -3.053 -4.161 0.965
Cl -3.263 -5.864 0.928
F 2.529 0.438 3.788
C 2.021 1.610 3.432
F 2.923 2.276 2.719
F 1.709 2.307 4.510
S 0.484 1.329 2.450
O 0.924 0.469 1.322
O -0.454 0.781 3.365
N 0.118 2.774 1.974
S -0.002 3.334 0.521
O -0.236 2.305 -0.504
O -0.837 4.477 0.472
C 1.688 3.908 0.072
F 2.154 4.744 0.986
F 1.653 4.513 -1.108
F 2.503 2.853 -0.018
O -1.504 -0.287 -4.014
C -0.996 -0.185 -2.927
O -1.624 0.066 -1.807
C 0.510 -0.282 -2.786
C 1.347 -0.559 -3.847
C 2.709 -0.650 -3.601
C 3.192 -0.458 -2.315
C 2.300 -0.178 -1.296
N 0.997 -0.096 -1.555
H 0.907 -0.700 -4.823
H 3.393 -0.872 -4.409
H 4.246 -0.525 -2.093
H 2.600 -0.011 -0.271

Force components x, y, z for each atom (eV/Å):
Rh -0.1 0.2 -0.4
Cl 0.0 0.0 0.0
C 0.0 0.0 0.0
C 0.0 0.0 0.0
Cl 0.0 0.0 0.0
C 0.0 0.0 0.0
Cl -0.1 0.1 0.0
C 0.0 -0.1 0.0
O 0.0 0.0 0.0
C 0.1 0.0 0.0
Cl 0.0 0.0 0.0
C 0.0 0.0 0.0
Cl 0.0 0.0 0.0
F 0.0 0.0 0.0
C 0.1 0.0 -0.1
F 0.0 0.0 -0.1
F 0.0 0.0 0.0
S 0.1 0.1 -0.2
O 0.0 0.0 0.6
O 0.0 0.0 0.0
N -0.1 -0.1 0.1
S 0.0 0.0 -0.1
O -0.1 -0.2 0.0
O 0.0 0.0 0.0
C 0.1 0.0 -0.1
F 0.0 0.0 0.0
F -0.1 0.0 0.0
F 0.0 0.0 0.1
O -0.1 -0.1 0.1
C 0.1 0.3 -0.2
O 0.0 -0.1 0.0
C 0.0 -0.1 0.0
C 0.0 0.0 0.1
C 0.0 0.0 -0.1
C 0.0 0.0 0.1
C 0.0 0.0 -0.1
N -0.2 0.1 0.2
H 0.0 0.0 0.0
H 0.0 0.0 0.0
H 0.0 0.0 0.0
H 0.0 0.0 0.0

Summary:
Max |F| = 0.012 Eh/bohr
DFT total energy = -4979.2102 hartree
HOMO-LUMO gap = 7.848 eV
E_LUMO = -0.0345 Ha